[1]
C14H32N2O4PS2 | the ωB97M-V functional and the def2-TZVPD basis

```
55
Properties=species:S:1:pos:R:3:lowdin_charge:R:1
H 6.760 -1.267 -5.197 0.06
H -6.887 -2.693 -1.328 0.06
H -1.155 0.245 0.647 0.08
H 5.240 -1.023 -4.303 0.05
O 5.318 1.931 -4.439 -0.58
H 6.768 -0.402 -3.631 0.06
H -1.957 0.927 2.890 0.14
H 4.329 0.280 0.046 0.06
H -4.657 -3.794 -1.683 0.06
O 3.523 -0.191 -0.278 -0.34
H -4.048 0.925 2.412 0.09
H -5.247 -0.162 3.286 0.08
C 3.440 2.357 -1.712 -0.28
C 1.627 1.713 0.771 -0.32
O -4.634 -1.372 -0.157 -0.59
C 6.208 -0.584 -4.550 -0.27
H 0.150 3.796 3.136 0.14
H -4.438 -0.713 5.200 0.08
C -1.729 -0.201 2.867 -0.28
C -6.626 -1.791 -1.884 -0.26
H 2.780 3.009 -2.396 0.07
S -4.881 -1.397 -1.634 0.84
C -4.308 -0.191 2.618 -0.09
N 1.181 3.040 1.139 0.07
C -3.355 -0.937 4.917 -0.10
H -4.556 -0.634 1.574 0.03
H -0.631 -0.962 4.784 0.14
H -4.515 -3.072 -3.315 0.06
H 0.325 -1.169 3.227 0.12
N 1.391 0.716 1.792 0.13
H -3.159 -2.962 -2.167 0.05
C 0.611 2.942 2.509 0.07
H -3.132 -2.065 2.944 0.14
H 1.596 -0.295 1.768 0.15
C 7.669 1.409 -5.589 -0.26
C -0.429 -0.471 3.773 -0.12
O 0.321 0.775 4.083 -0.07
P 2.417 1.044 -0.813 0.92
H -2.588 -0.257 5.465 0.08
H -0.571 -1.391 1.291 0.08
H -6.817 -1.937 -2.949 0.06
C -1.466 -0.647 1.311 -0.07
C -3.058 -0.978 3.333 -0.34
H 8.137 1.466 -4.605 0.06
H -2.355 -1.237 0.874 0.07
H 8.173 0.660 -6.203 0.06
H -3.136 -2.007 5.318 0.09
H 7.737 2.382 -6.079 0.05
C 0.738 1.423 2.896 -0.17
H 4.215 1.823 -2.384 0.04
S 5.925 0.974 -5.419 0.83
H 3.985 2.994 -0.929 0.05
C -4.245 -2.966 -2.263 -0.26
H 1.242 3.887 0.555 0.16
H -7.225 -0.955 -1.520 0.05
```

Computed properties:
E_HOMO   -11.1034 eV
Total charge   +1

[2]
C14H32N2O7P2 | the ωB97M-V functional and the def2-TZVPD basis

```
57
Properties=species:S:1:pos:R:3:lowdin_charge:R:1
H 4.058 2.496 0.506 0.10
C -4.202 5.018 -3.899 -0.17
H 1.867 1.354 3.037 0.12
C 4.466 3.329 2.474 -0.17
C -3.945 2.687 -3.621 -0.23
O -3.047 3.329 -2.713 -0.16
C 0.072 -5.435 2.805 -0.17
H -0.989 -7.237 3.505 0.11
H -1.622 -5.705 4.117 0.11
H -5.441 3.542 -4.969 0.11
H 5.532 3.211 2.290 0.11
H -4.818 5.905 -3.758 0.11
C 3.861 2.217 3.330 -0.17
H -0.326 -2.952 -2.988 0.08
H -0.239 -6.318 5.982 0.11
H 2.142 -2.088 -2.741 0.13
H 0.837 -1.005 -3.151 0.09
O 2.339 2.761 1.605 -0.15
C 3.633 3.225 1.203 -0.21
H 4.265 1.249 3.027 0.11
O -0.230 -3.019 0.361 -0.21
H 1.801 0.749 -0.862 0.04
C 0.774 -4.408 3.680 -0.20
H -2.337 5.266 -2.775 0.12
H -4.369 1.800 -3.145 0.11
H 0.959 -7.102 4.936 0.11
C 2.387 2.310 2.960 -0.21
P -1.454 0.005 -1.940 0.69
H -3.772 5.009 -1.767 0.12
H 4.307 4.297 2.953 0.11
P -0.208 -2.351 -0.926 0.29
H 1.726 -4.075 3.267 0.12
H 0.141 -3.530 3.842 0.12
H 4.036 2.338 4.398 0.11
H -3.373 2.372 -4.502 0.11
H -5.804 3.719 -3.250 0.11
C 2.547 -0.039 -2.383 -0.21
O 1.073 -1.422 -1.089 -0.20
H -0.546 -4.975 2.037 0.09
C -0.710 -6.239 3.841 -0.17
H -2.415 0.252 -3.811 -0.05
H -0.243 0.628 -1.654 0.02
C -3.290 4.740 -2.712 -0.20
C 1.610 -1.204 -2.405 -0.23
H -3.609 5.156 -4.806 0.11
H 3.308 -0.036 -3.155 0.11
H -2.479 0.749 -1.356 0.03
C 0.261 -6.261 5.015 -0.22
H 1.866 3.040 3.589 0.12
O -1.511 -1.448 -1.178 -0.33
C -5.001 3.720 -3.989 -0.17
H 0.807 -6.076 2.312 0.11
H 3.528 4.178 0.684 0.12
N -1.581 -0.213 -3.478 -0.24
O -0.190 -3.370 -2.129 -0.07
O 1.005 -5.044 4.944 -0.15
N 2.541 0.904 -1.549 0.13
```

Computed properties:
E_HOMO   -8.9789 eV
ΔE to the lowest compared entry with this formula, charge and spin   0.000 eV

[3]
C14H32N4O8P | the ωB97M-V functional and the def2-TZVPD basis

```
59
Properties=species:S:1:pos:R:3:lowdin_charge:R:1
H -3.152 -3.450 4.615 0.13
H -5.790 -0.242 0.181 0.14
O -1.500 -0.481 1.330 -0.04
C 6.279 1.337 -2.765 -0.23
C -1.297 -0.379 -0.063 -0.24
H -4.756 -2.789 4.877 0.13
O 4.046 1.561 -1.190 -0.20
O 4.138 -0.845 -1.690 -0.19
N -3.401 3.495 -0.456 0.10
H 2.065 0.750 0.270 0.07
H 4.683 -1.578 -4.337 0.08
H -5.522 -2.661 1.735 0.14
C 6.967 0.391 -1.812 -0.07
N -3.770 0.061 -0.175 0.01
H 7.047 -0.611 -2.229 0.07
C -2.613 -0.574 -0.809 -0.09
H -4.909 -0.630 5.259 0.07
C -3.801 -2.607 4.370 -0.18
H 1.356 2.336 0.647 0.07
O 2.309 0.603 -2.656 -0.23
H 2.328 2.670 -1.519 0.10
H 7.973 0.765 -1.617 0.09
C -3.862 1.379 -0.156 -0.29
C -5.050 -1.965 2.438 -0.23
H -2.824 -1.639 -0.865 0.14
O -4.671 -0.767 1.805 -0.04
H -2.424 -1.010 4.114 0.12
H 5.901 -2.204 -3.237 0.07
O 5.004 0.891 -3.289 -0.18
H -4.802 -1.713 -0.043 0.14
P 3.757 0.531 -2.413 0.43
H -2.507 -0.192 -1.830 0.14
H 6.160 2.322 -2.320 0.12
O -4.035 -0.270 5.095 -0.06
H 2.882 -2.151 -2.698 0.11
C -3.121 -1.342 4.883 -0.22
N -2.938 2.225 -0.656 0.16
O -3.926 -2.610 2.955 -0.09
H -0.623 -1.167 -0.414 0.13
H 2.896 1.838 1.363 0.08
N -4.890 2.100 0.358 0.20
H 3.498 3.358 -0.414 0.12
C 4.862 -2.307 -3.545 -0.07
H -0.637 -0.631 1.728 0.10
C 2.290 1.801 0.457 -0.08
H -0.797 0.570 -0.300 0.10
H -2.040 2.081 -1.090 0.17
C -4.586 3.351 0.145 -0.08
H -2.603 -1.588 5.815 0.12
C 3.924 -2.094 -2.373 -0.26
H -5.188 4.208 0.403 0.15
H -2.886 4.314 -0.733 0.18
H 6.448 0.322 -0.858 0.08
C -4.843 -0.728 0.424 -0.16
C 3.022 2.424 -0.715 -0.28
H 6.900 1.471 -3.650 0.12
H 4.718 -3.304 -3.962 0.08
H 4.083 -2.868 -1.624 0.12
H -5.773 -1.755 3.230 0.14
```

Computed properties:
E_HOMO   -12.0552 eV
Total charge   +1
ΔE to the lowest compared entry with this formula, charge and spin   0.494 eV

[4]
C14H33B3F3N3O17 | the ωB97M-V functional and the def2-TZVPD basis

```
73
Properties=species:S:1:pos:R:3:lowdin_charge:R:1
N -4.714 -2.430 0.443 -0.43
B -1.091 -3.152 3.827 -0.47
C -0.301 0.802 -0.275 -0.05
H -3.184 -3.930 -2.983 -0.13
C 3.023 -0.376 -2.381 -0.52
C -4.529 -1.081 -0.175 0.04
H 0.696 0.731 0.171 0.04
H 4.142 2.215 -1.945 0.15
F 5.807 1.121 -1.475 0.03
O 0.047 0.203 -4.432 0.25
H -2.092 -2.941 3.305 -0.08
H 1.229 -1.181 2.162 0.12
C 2.504 1.321 3.144 -0.60
N -0.606 4.589 0.159 -0.44
H 4.363 0.022 0.021 0.14
H -0.177 -2.860 3.192 -0.08
H 0.891 3.254 0.556 0.08
O -3.403 2.144 2.789 -0.02
C -0.797 -0.661 -0.381 -0.76
O 2.955 2.406 2.876 0.09
H -3.505 -1.137 -0.556 0.09
C 2.040 -0.930 2.862 0.02
H 0.562 -3.428 -1.298 -0.08
C 0.164 3.543 -4.992 -0.09
N -3.114 0.957 2.966 -0.41
H 2.103 -3.822 -2.271 -0.12
O 4.155 0.311 -2.752 0.10
H 2.029 3.807 -3.877 0.16
O -0.582 5.660 -0.419 0.01
O 1.065 2.010 -3.569 0.13
H -0.607 4.305 -4.895 0.13
O -3.834 -2.833 1.155 0.11
H 0.466 -0.617 4.465 0.13
O -5.723 -3.074 0.163 -0.03
C -1.683 0.685 3.369 0.06
H 1.539 -4.855 -0.735 -0.12
C 0.195 1.370 -4.396 -0.54
O -0.431 2.275 -5.179 0.07
H -1.082 1.124 2.581 0.08
H 0.743 3.721 -5.904 0.13
H -2.505 -5.083 -1.606 -0.10
H 3.245 1.500 0.072 0.12
H 0.540 -4.864 -2.426 -0.10
C 0.548 4.186 1.009 0.04
O 2.820 0.241 2.466 0.06
H -0.963 1.409 0.351 0.03
H -1.519 1.150 4.342 0.09
O -0.702 -1.404 0.639 -0.06
C 3.655 0.671 -0.500 -0.09
F 0.405 3.990 -2.701 0.04
C 1.033 3.378 -3.760 -0.32
O -3.968 0.101 2.907 0.07
H -1.042 -2.614 4.859 -0.11
H -1.050 -4.284 4.055 -0.10
B 1.209 -4.289 -1.692 -0.51
H -1.564 -4.931 -3.171 -0.11
O 2.609 -0.003 -1.132 0.08
O -1.617 3.914 0.276 0.07
H 0.186 4.006 2.016 0.10
C 4.458 1.202 -1.686 -0.32
O 1.642 0.998 4.124 0.11
F 2.200 -0.964 5.255 0.04
H -0.257 1.249 -1.269 0.05
O 2.435 -1.092 -3.108 0.22
H -1.801 -3.429 -1.895 -0.09
C 1.508 -0.411 4.217 -0.29
H -4.607 -0.264 0.535 0.07
H -5.201 -0.985 -1.025 0.08
H 2.635 -1.832 2.979 0.14
H -1.626 -0.392 3.553 0.08
H 1.343 4.925 0.990 0.09
B -2.232 -4.334 -2.446 -0.54
O -1.076 -1.013 -1.547 -0.04
```

Computed properties:
E_HOMO   4.7800 eV
Total charge   -4

[5]
C14H33ClIN3OP3Ti | the ωB97M-V functional and the def2-TZVPD basis

```
57
Properties=species:S:1:pos:R:3:lowdin_charge:R:1
H -1.038 1.181 3.176 0.02
C 3.637 -5.585 1.807 0.01
H -0.856 2.578 1.648 0.07
H -3.993 3.816 -0.844 0.15
O 1.130 -5.116 2.227 0.32
C 0.438 -1.075 -3.403 -0.22
H 3.906 -6.584 2.232 0.17
N -2.875 2.298 -1.799 -0.12
C 2.270 -5.272 2.007 -0.06
C 0.639 -3.635 -2.188 -0.28
H -1.530 2.741 -3.363 0.14
H 3.818 -5.572 0.710 0.14
H -4.039 2.198 -0.032 0.14
P -0.032 -1.971 -1.872 0.72
H 0.350 -3.936 -3.207 0.08
H 0.911 2.975 -0.687 0.07
H 2.221 2.098 3.448 0.08
N -0.858 3.691 -1.597 -0.12
H -0.822 -0.494 3.762 0.07
Cl 2.479 0.659 -0.970 0.20
H 0.056 0.851 4.560 0.08
H 1.730 -3.633 -2.086 0.01
P -0.754 1.173 -0.382 0.93
C -1.407 4.288 -0.365 -0.13
H 1.511 -0.851 -3.376 0.04
H -1.978 5.194 -0.630 0.15
C 2.153 -0.762 3.634 -0.28
H -0.115 -0.130 -3.488 0.04
H 4.231 -4.785 2.298 0.14
H -2.542 4.125 -2.795 0.15
H 0.208 -4.340 -1.466 0.06
H -0.574 4.555 0.306 0.14
H -2.422 -1.446 -2.143 0.02
H -1.925 -2.907 -3.059 0.08
P 1.100 0.177 2.481 0.72
H 3.090 -1.051 3.146 0.01
H 0.506 2.207 -2.242 0.07
H -2.307 1.552 1.441 0.10
H -1.928 0.546 -2.464 0.07
Ti 1.033 -0.744 0.099 -0.05
H 2.862 1.710 1.816 0.04
C -0.323 0.470 3.601 -0.21
C 0.083 2.610 -1.310 -0.34
I 2.906 -2.431 0.446 0.63
H 0.213 -1.711 -4.271 0.08
H 2.357 -0.127 4.510 0.08
C -1.959 3.242 -2.477 -0.14
C -2.232 1.010 -1.514 -0.33
H -2.945 0.342 -1.007 0.10
C -1.810 -2.352 -2.116 -0.21
H 1.617 -1.664 3.956 0.06
C -3.407 2.930 -0.558 -0.13
H 1.307 2.567 1.976 0.04
H -2.132 -2.984 -1.279 0.07
N -2.316 3.360 0.356 -0.12
C -1.598 2.213 0.921 -0.33
C 1.954 1.801 2.425 -0.22
```

Computed properties:
E_HOMO   -16.2358 eV
Total charge   +3
ΔE to the lowest compared entry with this formula, charge and spin   0.000 eV

[6]
C14H34ClN2O12P4ReS | the ωB97M-V functional and the def2-TZVPD basis

```
69
Properties=species:S:1:pos:R:3:lowdin_charge:R:1
O -0.474 -2.901 1.503 -0.29
C 0.895 -4.724 -1.625 0.02
C -3.093 -2.330 1.401 -0.58
H 2.693 -0.334 -2.865 0.04
O -0.183 4.102 0.461 0.12
Re 0.351 0.325 -0.016 1.34
C 3.489 -0.646 3.098 -0.12
O -1.437 -1.433 3.389 -0.08
O 3.688 -0.295 0.515 -0.35
P -1.123 1.060 -1.782 0.78
H 3.990 0.085 -1.719 0.03
H 2.427 3.474 -0.096 0.04
H -3.401 1.785 -2.149 0.07
C -2.820 1.414 -1.303 -0.21
H -0.302 2.726 3.308 0.09
O 2.813 -2.435 1.318 -0.29
C -0.350 2.603 -2.396 -0.36
H -4.599 -4.295 -0.037 0.10
N 0.726 -1.334 -1.016 0.02
C 3.193 -3.681 -1.450 0.01
H -0.912 -2.046 3.914 0.10
H -0.881 2.964 -3.279 0.10
H -1.262 -3.805 0.316 0.03
H -1.822 -0.904 -2.947 0.02
H 1.078 -5.395 -0.787 0.11
H 1.191 1.683 -3.590 0.08
C -4.163 -1.284 1.656 -0.04
H -1.625 0.485 -4.063 0.07
H 3.447 -4.435 -0.708 0.11
H -4.204 -1.075 2.725 0.10
C 3.212 0.483 -2.364 -0.23
C 1.204 -2.384 -1.209 -0.17
O 0.070 1.938 0.875 -0.28
P -3.038 -2.855 -0.362 0.46
C -1.198 -0.048 -3.212 -0.22
H 3.652 -2.742 -1.156 0.08
H -0.445 3.358 -1.611 0.06
C 0.040 3.223 1.245 -0.61
H 3.651 1.129 -3.126 0.06
H 3.735 3.159 -1.248 0.07
H -0.155 -4.441 -1.643 0.08
P 2.043 1.456 -1.373 0.80
P -1.400 -1.773 1.834 0.38
H -3.944 -0.364 1.119 0.07
H -3.247 0.475 -0.949 0.02
H -2.664 -4.094 2.186 0.09
H -5.134 -1.661 1.335 0.09
H 1.639 3.261 -2.983 0.10
H 3.561 0.431 3.211 0.04
H 2.807 -1.070 3.830 0.08
H -2.827 2.155 -0.504 0.06
O -1.979 -4.041 -0.343 -0.16
H 4.472 -1.107 3.181 0.08
H -0.201 -0.400 -3.476 0.03
O -1.219 -0.455 1.089 -0.43
H 3.622 2.197 0.248 0.04
O -4.414 -3.576 -0.654 -0.07
Cl 2.018 3.043 3.035 0.65
O 1.475 -0.421 1.529 -0.51
C 3.053 2.698 -0.533 -0.21
C 0.306 3.409 2.720 -0.44
S 2.887 -1.010 1.485 0.45
O -3.421 -3.493 2.180 -0.04
C 1.121 2.338 -2.716 -0.36
N 1.726 -3.522 -1.457 -0.12
H 3.517 -3.989 -2.442 0.10
H 1.173 -5.207 -2.560 0.10
H 0.121 4.442 2.995 0.09
O -2.770 -1.760 -1.306 -0.28
```

Computed properties:
E_HOMO (alpha / beta)   -11.9036 / -11.6181 eV
Expectation value of S²   0.759
Total charge   +1
ΔE to the lowest compared entry with this formula, charge and spin   1.326 eV
2S+1   2

[7]
C14H34MnO18S4 | the ωB97M-V functional and the def2-TZVPD basis

```
71
Properties=species:S:1:pos:R:3:lowdin_charge:R:1
S -2.825 -1.803 -0.734 0.63
O -0.759 -2.261 3.652 -0.26
C 0.717 4.092 -4.631 -0.07
S -0.651 2.389 0.850 0.65
C 1.956 -2.663 -1.351 -0.78
H -1.868 -4.291 4.411 0.08
H -0.365 -4.376 5.304 0.08
O -3.661 -0.862 -1.414 -0.25
C 0.563 3.253 3.017 -0.24
H -3.223 -1.482 1.588 0.07
O -0.210 0.122 -2.470 -0.32
H 1.688 3.673 -4.883 0.07
H 2.095 1.103 -3.540 0.07
O -0.089 -0.947 1.683 -0.30
H 1.484 1.469 -5.199 0.05
C 1.397 -0.699 3.833 -0.08
H 2.212 4.548 3.658 0.08
C 2.050 3.591 3.161 -0.05
H 2.566 -4.240 -0.711 0.11
H -1.366 3.773 -4.656 0.12
H -1.092 -4.079 -1.076 0.11
H 0.191 4.550 0.384 0.07
H 1.281 -0.185 4.786 0.07
H -1.814 -4.071 6.216 0.08
H -0.668 -1.799 5.671 0.12
H 1.829 -0.234 -4.701 0.08
C -1.802 -3.912 -1.888 -0.24
O 1.193 -2.607 -0.336 -0.08
C -0.465 3.151 -4.678 -0.29
H -1.773 -2.484 -3.556 0.08
O 1.961 1.176 -1.072 -0.06
H 2.007 -0.095 3.163 0.06
H 0.503 4.977 -5.237 0.08
O -1.839 2.895 1.460 -0.24
C -1.329 -3.869 5.260 -0.06
C 2.706 0.961 -0.076 -0.75
C 1.504 0.752 -4.384 -0.07
S -0.238 -0.853 3.115 0.62
O -3.012 -3.206 -1.501 -0.25
H 1.069 3.309 -0.489 0.07
H 4.137 1.335 1.026 0.12
O 0.474 2.245 1.994 -0.27
O -0.589 1.120 0.173 -0.31
H 2.473 3.689 2.161 0.07
H -0.182 -3.050 -2.995 0.07
H 1.840 -1.683 3.964 0.08
O 3.712 1.771 0.274 0.12
C -1.222 -3.335 -3.168 -0.04
O -1.423 -1.589 -0.572 -0.32
H 2.571 2.813 3.716 0.07
C -3.527 -2.229 0.862 -0.08
H -0.011 4.115 2.675 0.11
H -1.199 -4.120 -3.926 0.08
H -2.186 -4.923 -2.061 0.12
O -0.487 2.284 -3.551 -0.24
O 2.753 -3.741 -1.526 0.11
Mn 0.536 -0.488 -0.527 0.88
C -1.295 -2.377 4.988 -0.25
H 0.163 2.854 3.948 0.12
O -1.117 0.232 -4.803 -0.26
O 1.944 -1.704 -2.146 -0.02
H -4.591 -2.359 0.670 0.07
O 2.428 -0.051 0.626 -0.04
H 0.819 4.551 -3.642 0.08
O -1.095 0.164 3.674 -0.27
H -0.648 3.917 -0.965 0.08
H -2.305 -1.969 5.024 0.12
H -0.587 2.669 -5.653 0.12
C 0.072 3.633 -0.202 -0.08
S -0.204 0.686 -3.793 0.67
H -3.177 -3.226 1.125 0.07
```

Computed properties:
E_HOMO (alpha / beta)   -8.0451 / -8.5455 eV
Expectation value of S²   8.752
ΔE to the lowest compared entry with this formula, charge and spin   0.580 eV
2S+1   6

What max |F| values result from the calculations? In sequence: 0.1172 0.0357 0.0818 0.0491 0.1299 0.0181 0.0584 hartree/bohr.